Here is a single C5H3N3O2 molecule at a distorted geometry from OMol25. Energies are from ωB97M-V with the def2-TZVPD basis set.

Properties
- Total charge: 0
- Calculated total energy: -13792.807 eV
- SMILES: N#CC1=NC=C[C@@H]1[N+](=O)[O-]
- HOMO level: -10.35 eV
- Maximum force: 5.202 eV/Å
- Gap between HOMO and LUMO: 9.166 eV

Last column: Mulliken charge in e.
Positions of all 13 atoms, in Å:
N: -3.98 1.46 -0.13  -0.41
C: -2.84 1.42 -0.11  0.21
C: -1.48 1.21 -0.14  0.38
N: -0.46 1.84 -0.41  -0.50
C: 0.59 1.01 -0.48  -0.26
C: 0.30 -0.23 -0.10  -0.44
C: -1.11 -0.36 0.15  0.13
N: -1.87 -1.77 -0.13  0.93
O: -2.90 -2.00 0.41  -0.53
O: -1.28 -2.49 -0.86  -0.53
H: 1.57 1.59 -0.70  0.38
H: 1.07 -1.00 0.08  0.37
H: -1.24 -0.29 1.23  0.27

---

Here is a single C5H3NO molecule from OMol25. Energies are from ωB97M-V with the def2-TZVPD basis set.

Properties
- Total charge: 0
- Calculated total energy: -8764.132 eV
- SMILES: C1#CC=NOC=C1
- HOMO level: -8.87 eV
- Maximum force: 0.841 eV/Å
- Gap between HOMO and LUMO: 8.472 eV

Last column: Mulliken charge in e.
Positions of all 10 atoms, in Å:
C: 1.25 -0.47 -0.27  0.24
C: 0.40 -1.36 -0.35  -0.13
C: -1.00 -1.40 -0.20  -0.11
N: -1.70 -0.31 -0.36  -0.43
O: -0.87 0.80 -0.69  -0.14
C: 0.07 1.18 0.24  -0.14
C: 1.39 0.91 0.03  -0.39
H: -1.61 -2.27 0.01  0.40
H: -0.34 1.53 1.18  0.35
H: 2.23 1.44 0.46  0.35

---

> Number 2 is which compound?

C5H3NO

---

> Which value of total charge does entry 1 give?

0

---

Please write out number 2 again, unchanged.
Here is a single C5H3NO molecule from OMol25. Energies are from ωB97M-V with the def2-TZVPD basis set.

Properties
- Total charge: 0
- Calculated total energy: -8764.132 eV
- SMILES: C1#CC=NOC=C1
- HOMO level: -8.87 eV
- Maximum force: 0.841 eV/Å
- Gap between HOMO and LUMO: 8.472 eV

Last column: Mulliken charge in e.
Positions of all 10 atoms, in Å:
C: 1.25 -0.47 -0.27  0.24
C: 0.40 -1.36 -0.35  -0.13
C: -1.00 -1.40 -0.20  -0.11
N: -1.70 -0.31 -0.36  -0.43
O: -0.87 0.80 -0.69  -0.14
C: 0.07 1.18 0.24  -0.14
C: 1.39 0.91 0.03  -0.39
H: -1.61 -2.27 0.01  0.40
H: -0.34 1.53 1.18  0.35
H: 2.23 1.44 0.46  0.35